No. 1
A molecular structure, C44H55GeN6O5S2Si3W at a distorted geometry. Source: OMol25; level of theory: the ωB97M-V functional and the def2-TZVPD basis.

## Properties
gap between HOMO and LUMO (spin up / spin down)	5.4 / 4.6	eV
ΔE to the lowest compared entry with this formula, charge and spin	710.66	kJ/mol
molar mass	1152.80	g/mol
DFT total energy	-169327.2726	eV
HOMO (spin up / spin down)	-12.16 / -12.40	eV
max |F|	4.11	eV Å⁻¹

```
! RIJCOSX wB97M-V def2-TZVPD def2/J DEFGRID3
* xyz 2 4
W -0.14272 0.19661 -1.08374
O 0.81213 -0.26700 -2.66895
C -0.29094 -0.51998 -3.41321
N -1.19577 0.39242 -3.54657
C -0.83857 1.79657 -3.39945
O 0.09743 2.28010 -3.95275
C -1.89869 2.54251 -2.63527
C -2.44545 3.70305 -3.13382
C -3.50046 4.27829 -2.43581
C -3.95631 3.65506 -1.28899
C -3.32235 2.49919 -0.85734
N -2.29891 1.94937 -1.50018
C -0.39560 -1.92771 -3.89935
C -1.01667 -2.22397 -5.09566
C -0.91395 -3.52111 -5.58092
C -0.21301 -4.45486 -4.84565
C 0.34240 -4.06822 -3.63178
N 0.27092 -2.82662 -3.16787
H -2.06658 4.12667 -4.05596
H -3.96331 5.18918 -2.79409
H -4.79717 4.05063 -0.73452
H -3.66586 1.99030 0.03819
H -1.54563 -1.44913 -5.63821
H -1.36866 -3.79116 -6.52525
H -0.09285 -5.46969 -5.20073
H 0.87140 -4.78183 -3.00574
N 2.46136 2.19838 3.13913
C 1.02228 2.13700 2.89007
C 0.88327 1.19401 1.70834
N -0.20237 0.68245 1.17184
C -1.42906 0.96675 1.69146
C -1.80279 1.45256 2.98509
N -1.11429 1.60714 4.06338
H 2.93089 2.71645 2.40332
H 2.65172 2.64840 4.02527
H 1.82000 0.88058 1.26582
H -2.23902 0.66259 1.05542
H -2.87395 1.62568 3.09401
C 0.67584 -4.96824 1.01174
Si -0.30063 -3.48665 0.43092
C -1.51951 -4.19248 -0.80904
C -1.20386 -2.76366 1.91400
Ge 1.27290 -1.60561 -0.16351
Si 2.88259 -2.18340 1.63527
C 1.93780 -2.28631 3.24229
C 4.15881 -0.84593 1.86166
C 3.67750 -3.81352 1.18747
Si 3.39141 -1.19246 -2.02275
C 3.20776 -1.63331 -3.81385
C 3.68793 0.61805 -1.72863
C 4.77404 -2.24672 -1.37088
H -0.05661 -5.70912 1.35523
H 1.35221 -4.75610 1.84231
H 1.26017 -5.42837 0.20662
H -2.51621 -4.19249 -0.35358
H -1.24725 -5.22991 -1.03288
H -1.59430 -3.64779 -1.74666
H -2.27991 -2.92688 1.79980
H -1.03737 -1.69411 2.04170
H -0.88825 -3.26774 2.83372
H 1.21391 -1.47506 3.35022
H 2.67061 -2.19648 4.05373
H 1.40121 -3.22957 3.37376
H 3.74759 0.00580 2.41088
H 4.58752 -0.47345 0.92672
H 4.98062 -1.26411 2.45898
H 3.35092 -4.19128 0.21462
H 3.44611 -4.57524 1.93809
H 4.76496 -3.70019 1.15843
H 2.68246 -0.85940 -4.37564
H 2.69190 -2.58368 -3.96292
H 4.22069 -1.73607 -4.21942
H 2.78723 1.20582 -1.67126
H 4.26797 1.01373 -2.57148
H 4.26978 0.78081 -0.81726
H 4.58943 -3.30608 -1.57759
H 4.97635 -2.12904 -0.30835
H 5.67482 -1.95087 -1.92792
O -8.38797 -1.84264 1.58194
C -7.98133 -1.47474 0.35434
O -8.76750 -1.27318 -0.51875
C -6.49512 -1.33565 0.12275
C -6.04389 -1.51614 -1.18106
C -4.69850 -1.40393 -1.48173
C -3.79782 -1.09188 -0.46579
S -2.08447 -1.08670 -0.89072
C -4.23483 -0.88812 0.83903
C -5.58820 -1.01290 1.12618
H -7.65520 -2.04663 2.16971
H -6.76899 -1.75153 -1.95141
H -4.34265 -1.55319 -2.49363
H -3.54102 -0.65662 1.63440
H -5.91897 -0.83299 2.14404
O 0.41487 1.77675 -1.08143
S -0.14793 4.04105 1.09015
C 0.38337 3.52901 2.69013
C 0.20769 4.44403 3.69645
C 0.47935 4.35668 5.07577
C 0.87579 3.22667 5.83598
C 0.85546 1.93866 5.43986
C 0.32277 1.44408 4.11719
C 1.34420 4.59671 0.27698
C 1.28438 4.72127 -1.10792
C 2.42444 5.06845 -1.82133
C 3.62340 5.30336 -1.16226
C 3.66911 5.22428 0.22221
C 2.53034 4.87958 0.94753
H -0.16827 5.40522 3.36379
H 0.35989 5.28107 5.62864
H 1.19230 3.42526 6.85433
H 1.16595 1.17232 6.14201
H 0.56436 0.37893 4.06612
H 0.35640 4.52330 -1.63288
H 2.37052 5.14915 -2.90160
H 4.51328 5.56859 -1.72181
H 4.59465 5.43720 0.74810
H 2.55818 4.87170 2.03063
*
```


No. 2
A molecular structure, C44H56FN2OPS at a distorted geometry. Source: OMol25; level of theory: the ωB97M-V functional and the def2-TZVPD basis.

## Properties
gap between HOMO and LUMO	8.2	eV
molar mass	710.98	g/mol
DFT total energy	-74404.8297	eV
HOMO	-9.09	eV
max |F|	1.29	eV Å⁻¹

```
! RIJCOSX wB97M-V def2-TZVPD def2/J DEFGRID3
* xyz 0 1
C 4.63123 0.34466 2.26450
C 4.35817 1.63650 3.00293
C 5.46763 2.68212 2.85155
C 5.11844 3.80857 1.88130
C 5.52163 3.55477 0.41562
C 4.39806 3.80007 -0.59576
C 3.87627 2.52030 -1.25939
C 2.37950 2.47221 -1.49479
C 1.55454 2.62130 -0.23359
C 0.04178 2.74784 -0.51184
C -0.69848 1.46890 -0.23070
C -1.06913 0.95338 0.97357
C -0.85571 1.64365 2.32029
C -2.10826 1.59249 3.22525
C -0.39308 3.10098 2.36890
C -1.46238 4.11661 1.95163
C -1.66562 -0.37784 1.01083
P -2.14308 -1.22338 2.55420
O -3.50956 -0.85529 2.98880
C -1.88998 -1.08838 -0.13046
F -2.42564 -2.31171 -0.10569
C -1.57496 -0.55094 -1.40047
N -1.74674 -1.08471 -2.61140
S -1.23194 0.03057 -3.64596
N -0.72476 1.14325 -2.64936
C -0.97838 0.72297 -1.40972
H 3.79985 -0.34261 2.32896
H 4.79765 0.53432 1.20846
H 5.52492 -0.13187 2.63778
H 3.40146 2.04693 2.70870
H 4.26954 1.39115 4.05465
H 6.38069 2.20612 2.52321
H 5.62618 3.13118 3.82153
H 4.05670 4.00874 1.93695
H 5.64417 4.69391 2.21749
H 6.36124 4.19156 0.18204
H 5.87373 2.53448 0.32835
H 3.61028 4.36021 -0.11369
H 4.79133 4.44095 -1.37451
H 4.35856 2.44637 -2.22561
H 4.20682 1.65403 -0.69825
H 2.09936 3.23363 -2.21196
H 2.13963 1.51842 -1.95155
H 1.85765 3.54289 0.24442
H 1.74583 1.80693 0.45531
H -0.38022 3.60749 -0.03111
H -0.05022 2.93410 -1.56778
H -0.09163 1.07623 2.84521
H -3.02366 1.57717 2.65830
H -2.09922 2.43927 3.89118
H -2.07859 0.74080 3.87897
H -0.18667 3.28063 3.41602
H 0.54492 3.29256 1.88050
H -2.19780 3.63634 1.31823
H -1.02365 4.91337 1.37191
H -1.98335 4.52209 2.80463
H -2.04890 -2.60286 2.38835
H -1.15366 -0.91601 3.50269
C -1.40294 -1.78695 -7.00668
C -1.69031 -1.90254 -8.35950
C -2.78901 -2.64234 -8.77341
C -3.60155 -3.26343 -7.83487
C -3.31277 -3.14963 -6.48249
C -2.21265 -2.41232 -6.06858
H -0.54587 -1.20902 -6.68392
H -1.05945 -1.41437 -9.09065
H -3.01209 -2.73541 -9.82815
H -4.45850 -3.83950 -8.15812
H -3.94174 -3.63873 -5.75037
H -1.99308 -2.32217 -5.01315
C 1.36702 -6.12091 -6.30316
C 2.10028 -6.65636 -5.25254
C 1.88799 -6.20582 -3.95708
C 0.93614 -5.22549 -3.71476
C 0.20029 -4.69552 -4.76187
C 0.41767 -5.13833 -6.05883
H 1.53544 -6.47052 -7.31341
H 2.83927 -7.42343 -5.44417
H 2.46442 -6.61515 -3.13704
H 0.77312 -4.86757 -2.71002
H -0.54528 -3.93768 -4.56935
H -0.15631 -4.71777 -6.87554
C -4.79035 3.80366 6.10120
C -5.09618 3.99491 4.76124
C -5.24112 5.28031 4.25835
C -5.07552 6.37524 5.09505
C -4.76825 6.18418 6.43479
C -4.62802 4.89856 6.93843
H -4.67897 2.80064 6.49189
H -5.21978 3.14065 4.10799
H -5.48318 5.42837 3.21395
H -5.18623 7.37775 4.70284
H -4.63831 7.03788 7.08694
H -4.39232 4.74990 7.98412
C 0.14008 -7.20002 2.76756
C -0.42079 -7.18476 1.49818
C -0.74844 -5.97744 0.89757
C -0.50778 -4.78505 1.56461
C 0.04937 -4.80059 2.83581
C 0.37245 -6.00782 3.43834
H 0.39262 -8.14199 3.23625
H -0.60606 -8.11460 0.97641
H -1.19793 -5.97053 -0.08371
H -0.75809 -3.84554 1.09116
H 0.23516 -3.87047 3.35900
H 0.80501 -6.01968 4.43011
*
```


No. 3
A molecular structure, C44H56O3P2Y at a distorted geometry. Source: OMol25; level of theory: the ωB97M-V functional and the def2-TZVPD basis.

## Properties
gap between HOMO and LUMO	6.9	eV
molar mass	783.78	g/mol
DFT total energy	-72273.7161	eV
HOMO	-15.78	eV
max |F|	2.93	eV Å⁻¹

```
! RIJCOSX wB97M-V def2-TZVPD def2/J DEFGRID3
* xyz 3 1
Y 1.30413 -0.18888 -0.51595
C 2.73802 0.33279 3.18038
C 3.22618 0.02858 1.79536
C 3.95905 0.97881 1.04907
C 4.31302 2.26898 1.75804
C 4.56748 0.62057 -0.16660
C 5.52587 1.60518 -0.85585
C 4.48580 -0.68109 -0.67303
C 5.29862 -1.12827 -1.84415
C 3.81276 -1.67230 0.07821
C 4.12657 -3.11969 -0.18485
C 3.12554 -1.30326 1.29607
C 2.56823 -2.38652 2.17215
H 3.53156 0.69454 3.86212
H 2.30708 -0.49794 3.70649
H 2.01017 1.12653 3.19159
H 3.46242 2.79191 2.22995
H 4.87695 2.96447 1.09709
H 4.98994 2.00670 2.58580
H 6.52875 1.47036 -0.46766
H 5.23525 2.64564 -0.64279
H 5.55421 1.55531 -1.95123
H 4.84820 -1.95971 -2.41292
H 6.30162 -1.43664 -1.45985
H 5.46728 -0.30633 -2.55430
H 4.95452 -3.45593 0.43166
H 4.37896 -3.37578 -1.19537
H 3.28006 -3.73522 0.07478
H 1.70570 -2.04200 2.76376
H 3.27448 -2.68717 2.92187
H 2.28183 -3.24903 1.56565
C -3.63907 -4.14198 0.32876
O -2.54106 -3.21532 0.32739
C -1.43392 -3.86304 -0.14396
C -0.12687 -3.23040 0.25975
O 0.43838 -2.33402 -0.78232
C 0.82360 -2.97123 -1.99154
C 0.83288 -1.96665 -3.13689
O 1.26000 -0.63904 -2.63195
C 1.38044 0.32025 -3.66194
H -3.83701 -4.47483 -0.67312
H -3.31509 -5.06068 0.85928
H -4.48925 -3.69541 0.78132
H -1.39548 -4.13058 -1.22959
H -1.32440 -4.84892 0.29925
H 0.63680 -3.93424 0.57247
H -0.31045 -2.62757 1.13502
H 0.01675 -3.66995 -2.26251
H 1.74593 -3.47017 -1.81953
H -0.15726 -1.81323 -3.49438
H 1.44916 -2.26310 -3.99278
H 1.75725 1.19415 -3.11371
H 0.48614 0.50385 -4.19210
H 2.22916 0.06694 -4.32099
C 1.85253 3.49407 -2.48737
C 2.16464 3.15867 -1.23615
P -1.34544 0.70835 1.66101
C -2.47276 -0.51557 2.54113
C -1.78798 -1.66612 2.97072
C -2.48029 -2.71001 3.61727
C -3.83837 -2.60377 3.81957
C -4.51958 -1.43115 3.57877
C -3.82989 -0.39998 2.91553
C -1.66230 2.40362 2.00824
C -2.67465 3.15252 1.43475
C -2.75407 4.50286 1.69048
C -1.82185 5.12138 2.46164
C -0.87694 4.35210 3.12839
C -0.77271 3.00585 2.90437
P -1.57427 0.53952 -0.51228
C -1.62921 2.22091 -1.38390
C -0.94686 3.37217 -0.95477
C -0.98519 4.52647 -1.76261
C -1.79800 4.54733 -2.89928
C -2.58375 3.42851 -3.21081
C -2.37727 2.28444 -2.54669
C -3.03673 -0.46041 -1.05462
C -3.02151 -1.74710 -1.58131
C -4.17735 -2.30862 -1.99976
C -5.40590 -1.68477 -1.76002
C -5.49176 -0.44954 -1.13713
C -4.28994 0.14816 -0.77004
H 2.48573 4.15420 -3.05453
H 0.88983 3.17178 -2.85162
H 1.46118 2.61559 -0.61065
H 3.06255 3.43158 -0.70699
H -0.74525 -1.80914 2.74830
H -1.93158 -3.60594 3.91068
H -4.35176 -3.40818 4.28811
H -5.56647 -1.33944 3.90677
H -4.42080 0.50487 2.78887
H -3.42605 2.67454 0.78368
H -3.56571 5.06552 1.22404
H -1.83848 6.22465 2.62534
H -0.21155 4.82640 3.86412
H -0.03895 2.42292 3.44978
H -0.35716 3.36651 -0.02919
H -0.43986 5.42411 -1.53217
H -1.92133 5.41230 -3.51051
H -3.24636 3.53615 -4.05109
H -2.82770 1.36028 -2.93249
H -2.08393 -2.21436 -1.83136
H -4.18760 -3.27126 -2.53307
H -6.30723 -2.22311 -2.07949
H -6.46158 -0.05463 -0.90508
H -4.35942 1.14528 -0.34796
*
```